1.
The following is a DFT calculation (wB97M-V/def2-TZVPD) of a structure of composition C9H27AlClI2P3 at a distorted geometry.

ORCA input file:
```
! RIJCOSX wB97M-V def2-TZVPD def2/J DEFGRID3
* xyz 2 1
I 0.29648 1.64052 -4.44438
I -0.36813 3.47967 -2.46626
Al -0.08227 -0.48787 -0.11262
P -2.39481 -0.05448 -0.10416
C -3.33168 1.05314 1.01284
C -2.96863 0.30785 -1.80754
H -4.06178 0.16539 -1.82629
H -4.08385 -1.74946 0.11287
H -2.50061 -0.37550 -2.53366
H -2.52743 -2.46772 -0.38515
H -3.06851 2.09020 0.76674
H -2.68647 1.33354 -2.10366
C -3.00325 -1.73937 0.27733
H -4.40264 0.89648 0.82176
H -2.78684 -2.03105 1.31006
H -3.14201 0.88962 2.08231
P 2.30876 -0.04297 -0.08866
C 3.27485 1.06962 1.01949
C 3.03066 -1.71084 0.21985
H 2.50714 -0.34592 -2.52455
H 4.04538 0.20270 -1.78178
H 2.67589 1.35486 -2.09034
C 2.94872 0.33318 -1.77708
H 2.58169 -2.43496 -0.46562
H 4.10736 -1.65860 0.02804
H 4.35164 0.91628 0.85529
H 3.06491 0.92078 2.08701
H 2.86918 -2.08063 1.23955
H 3.03052 2.11126 0.77054
Cl -0.00280 -1.84476 -1.79407
C -1.58472 -0.82650 3.69431
P -0.30174 -0.33528 2.42097
C -0.01556 1.38106 2.92913
C 1.15531 -1.16269 3.15422
H -2.53372 -0.25964 3.66901
H -1.06003 -0.60952 4.64757
H -1.80625 -1.90713 3.66011
H 0.06433 1.47621 4.02017
H 0.86257 1.80083 2.42908
H -0.91526 1.90635 2.58470
H 0.98546 -1.25430 4.23929
H 1.08600 -2.15397 2.70426
H 2.15312 -0.77840 2.90862
*
```

As for the frontier orbital gap: 7.46 eV. The energy above the lowest of the compared OMol25 structures with the same formula, charge and spin comes out at 0.00 kcal/mol.

***

2.
The following is a DFT calculation (wB97M-V/def2-TZVPD) of a structure of composition C9H27AuBF4Si4 at a distorted geometry.

ORCA input file:
```
! RIJCOSX wB97M-V def2-TZVPD def2/J DEFGRID3
* xyz -1 1
Au -0.48030 -0.01300 -0.22320
C 3.19910 -1.44720 2.19570
Si 2.21190 0.08780 2.72730
C 3.03710 1.73250 2.24530
C 2.36510 0.07140 4.65160
Si -0.06760 -0.00050 2.12180
Si -1.20950 1.89920 2.94810
C -1.32710 2.12980 4.85560
C -3.02910 1.89060 2.33450
C -0.43870 3.51300 2.25690
Si -1.04830 -1.98930 2.93700
C -0.11400 -3.53380 2.29280
C -2.84640 -2.15580 2.28440
C -1.19080 -2.20320 4.84430
H 4.26310 -1.29650 2.35130
H 3.05380 -1.65050 1.14210
H 2.90080 -2.32680 2.76020
H 4.11270 1.68110 2.38330
H 2.66310 2.55730 2.84650
H 2.85550 1.95680 1.20150
H 3.40630 0.12140 4.96230
H 1.94190 -0.83470 5.07690
H 1.85160 0.91870 5.09810
H -1.81330 1.27380 5.31500
H -1.88970 3.01420 5.14490
H -0.33900 2.21790 5.29800
H -3.61600 1.15610 2.87630
H -3.06340 1.62380 1.28300
H -3.52680 2.85030 2.44400
H 0.48840 3.75360 2.76750
H -1.08920 4.38000 2.33990
H -0.20340 3.38310 1.20530
H 0.14420 -3.39690 1.24760
H -0.68800 -4.45390 2.36840
H 0.81290 -3.68460 2.83710
H -2.88160 -1.91350 1.22700
H -3.50800 -1.46650 2.79880
H -3.25800 -3.15420 2.40470
H -0.21050 -2.18370 5.31140
H -1.66800 -3.13640 5.13390
H -1.77330 -1.39480 5.27700
F 2.29170 0.08370 -0.62350
B 3.52530 0.00350 -1.29020
F 3.67250 -1.28310 -1.77810
F 3.52160 0.92440 -2.32240
F 4.54680 0.29190 -0.40230
*
```

As for the frontier orbital gap: 7.82 eV.

***

no.,calculated total energy (Ha),LUMO energy (eV)
1,-2680.77672,-7.3
2,-2077.49713,2.0